{
  "formula": "H6O3",
  "method": "ωB97M-V/def2-TZVPD",
  "elements": ["O", "H", "H", "H", "H", "O", "H", "H", "O"],
  "coordinates": [[2.800, -1.310, -0.014], [-4.193, -0.332, 0.460], [-2.634, 0.037, 0.131], [2.203, -2.016, 0.300], [0.192, 1.653, -0.092], [1.148, 1.894, 0.041], [1.650, 1.212, -0.418], [2.271, -0.620, -0.303], [-3.437, -0.518, -0.105]],
  "total_energy_ha": -229.2893,
  "gap_ev": 11.90,
  "lumo_energy_ha": 0.0020,
  "smiles": "O.O.O",
  "homo_energy_ev": -11.850,
  "spin_multiplicity": 1,
  "fmax_ev_per_a": 3.08,
  "relative_energy_kcal_mol": 22.5
}